Molecular formula: C21H28ClF3GaGeN2O7SSe
Method: DFT, ωB97M-V with the def2-TZVPD basis set

Its total charge is +1. For the max |F|, the calculation gives 2.5 eV/A. As for the molar mass: 766.3 g/mol. For the gap between HOMO and LUMO, the calculation gives 0.2897 Ha.

Positions of all 66 atoms, in Å:
1 C 0.02387 0.21531 2.89014
2 F -3.13989 3.74262 -1.27343
3 C 0.57518 1.42013 -3.13986
4 O -1.25341 1.62755 0.18753
5 H -2.84919 0.41474 -3.72694
6 O 5.00269 -2.07965 -2.42301
7 H -1.12313 -2.63310 3.46230
8 O -2.06819 2.68808 2.20451
9 C -1.05581 -2.42646 2.40251
10 H -1.99640 0.57878 6.57486
11 Ga -1.30044 -0.15229 -0.23098
12 C 0.61061 -0.88186 -4.81830
13 S -2.47061 2.28952 0.89018
14 C 0.88964 -0.69192 5.74963
15 C 1.64326 1.16025 -3.95702
16 H 0.41209 3.20187 5.69508
17 H 3.64430 -0.21703 -1.62151
18 C 1.65207 -2.93013 -1.45094
19 H -0.37296 -2.91268 -0.88836
20 C 2.83174 -2.19334 -1.66204
21 H 1.86407 2.53827 5.07298
22 H 1.95333 -0.86154 5.43973
23 C 0.56981 2.67984 -2.35142
24 H 0.24508 1.08320 2.27346
25 H 0.33074 -1.61156 5.65943
26 H -1.25576 -1.45443 -3.96108
27 H 4.91719 -4.45570 -2.94579
28 O -2.46247 -1.45309 -0.99278
29 F -1.81484 4.74901 0.14819
30 H -0.42800 2.92362 -2.05634
31 O -1.52462 0.74010 -2.15893
32 C -3.02528 -1.14470 -2.19510
33 H 1.41613 0.72616 -0.81895
34 C 0.47885 -2.30710 -1.03573
35 F -3.89431 4.39804 0.57044
36 H 0.82326 -0.55872 6.81830
37 C 1.69395 0.00908 -4.72069
38 N 4.07556 -4.12741 -2.53312
39 H -1.75783 -2.96299 1.84954
40 N 0.42049 -1.00054 -0.83103
41 O -3.63090 1.48342 0.62587
42 C -0.45424 0.46991 -3.08487
43 C -2.83864 0.26524 -2.64957
44 H 0.53449 -1.76598 -5.47035
45 H -0.06426 -2.59161 2.07882
46 C 0.79847 2.53413 4.91454
47 C -1.89891 0.61394 5.44810
48 C -0.42892 -0.68582 -3.94112
49 C 4.07547 -2.79678 -2.20788
50 C 2.82378 -0.83939 -1.29614
51 H 1.21380 2.69566 -1.48598
52 H -3.60219 0.87666 -2.18863
53 C -2.82458 3.88381 -0.00155
54 Se -1.61160 -0.57025 2.21033
55 H 0.49256 3.06011 3.99524
56 H 2.50300 1.72901 -3.88751
57 Ge -0.04607 0.77503 4.84387
58 O -3.59945 -1.93195 -2.88678
59 C 1.55387 -0.31806 -0.93867
60 H -2.17307 -0.43974 5.11816
61 H 0.78964 3.48586 -3.08338
62 Cl 3.03287 -0.21957 -5.81639
63 H 3.22531 -4.73352 -2.59598
64 H 1.58183 -3.98734 -1.57011
65 H 0.83244 -0.49127 2.77092
66 H -2.56544 1.36852 5.00358

natural (NBO) atomic charge list, values in e, 6 entries:
1 C -1.024
2 F -0.299
3 C 0.045
4 O -1.104
5 H 0.242
6 O -0.548

***

Molecular formula: C21H28ClGaN3O3
Method: DFT, ωB97M-V with the def2-TZVPD basis set

Its total charge is -1. For the max |F|, the calculation gives 5.9 eV/A. As for the molar mass: 475.6 g/mol. For the gap between HOMO and LUMO (spin up / spin down), the calculation gives 0.1286 / 0.1346 Ha.

Positions of all 57 atoms, in Å:
1 H 1.84084 2.87065 -1.04756
2 C 0.68830 -2.97739 1.60284
3 C 1.97946 -2.19227 1.55940
4 C 0.25710 -3.24350 3.03016
5 H -2.77392 1.96593 -0.20538
6 C -0.81609 1.21641 -2.89232
7 N -0.06146 2.10492 0.66497
8 H 0.19773 -3.17864 -3.01996
9 H -2.04931 -3.25935 -1.79014
10 H 1.72834 -4.39760 0.27883
11 H -2.83494 -0.30849 1.41407
12 O -0.12014 0.43685 4.80698
13 C 2.20791 2.66236 -0.03427
14 C 1.12888 2.93776 0.99436
15 C -0.82731 -2.96435 -0.08972
16 C -0.39470 0.01866 -3.48901
17 C -0.88122 2.86102 -0.02785
18 C -1.01474 -0.05825 -0.96027
19 C 1.64956 2.67909 2.38875
20 H -2.33082 3.06471 -1.56262
21 H 2.75412 -2.76824 2.07852
22 Ga -1.11398 -0.08828 0.86888
23 C -0.71074 -1.22852 -2.94908
24 C 0.77423 -4.26464 0.80032
25 C -1.95771 2.27389 -0.87997
26 Cl -2.93230 0.65057 2.32331
27 H 0.19728 4.74235 1.80599
28 H 0.08469 0.06099 -4.47951
29 H 0.87293 2.90056 3.12738
30 H -0.18290 2.39289 -4.53598
31 C -0.42533 -2.51519 -3.65226
32 H -0.69268 -3.78709 3.02135
33 H 1.97443 1.64190 2.50801
34 H 1.03008 -3.85252 3.50555
35 H 1.84836 -1.22563 2.05752
36 H 0.54490 -5.16565 1.37868
37 H 3.06618 3.31171 0.16592
38 H -1.58951 3.08600 -3.63916
39 H 0.11857 -2.28006 -4.58635
40 N -0.38772 -2.22577 0.89299
41 H 2.52631 1.61586 0.02032
42 H 2.28182 -2.02530 0.51808
43 H 0.13775 -2.30775 3.57670
44 H 0.06087 3.18783 -2.93079
45 N -0.02403 -0.01173 2.44057
46 O -0.26324 -4.15436 -0.24093
47 H 1.20790 5.06516 0.35297
48 H -1.35664 -3.05567 -3.91026
49 C -0.07627 0.21537 3.65688
50 C -1.83768 -2.45996 -1.05085
51 O -0.63705 4.16731 -0.01490
52 C -1.22566 -1.24712 -1.65655
53 H -2.75924 -2.25711 -0.47689
54 C -1.31424 1.13095 -1.59001
55 C -0.62468 2.55017 -3.53265
56 C 0.55539 4.34109 0.84942
57 H 2.50237 3.34742 2.55551

Löwdin atomic charge list, values in e, 6 entries:
1 H 0.085
2 C -0.542
3 C -0.040
4 C -0.028
5 H 0.094
6 C -0.260

***

Molecular formula: C21H28ClN2O2
Method: DFT, ωB97M-V with the def2-TZVPD basis set

Its total charge is +1. Its energy above the lowest of the compared OMol25 structures with the same formula, charge and spin is 0.255 eV. For the max |F|, the calculation gives 1.1 eV/A. As for the molar mass: 375.9 g/mol. For the gap between HOMO and LUMO, the calculation gives 0.3423 Ha. Its SMILES is OCCOCCN1CC[NH+]([C@H](c2ccccc2)c2ccc(Cl)cc2)CC1.

Positions of all 54 atoms, in Å:
1 H -4.14262 -2.22618 0.08668
2 H 3.06353 5.52096 0.47850
3 H 2.62820 4.28689 2.57395
4 H -3.93864 -0.50454 -1.65345
5 C -0.78160 -1.58273 -2.08603
6 C 2.56094 -0.47781 0.35210
7 C 2.46137 3.81256 1.61994
8 H -0.16328 -1.37080 -2.96894
9 H -0.50861 -1.55837 0.07756
10 H -2.56815 1.20841 -1.93867
11 H 0.91911 0.33468 -1.63400
12 H 1.88182 2.12775 -1.79330
13 H 0.78041 0.23607 1.29002
14 C 1.34728 0.42704 0.37251
15 H -3.31223 0.62488 2.00150
16 O -2.74301 -0.88826 0.82413
17 C 2.00168 2.50885 1.57370
18 H -3.51520 -2.11445 -2.23183
19 C 4.79837 -2.12967 0.35900
20 H -1.38132 0.59883 0.16605
21 H 2.67628 4.41646 -1.69227
22 N -1.96081 -0.76444 -2.15375
23 C 1.78420 1.87682 0.35466
24 H 1.81675 1.97212 2.49208
25 H 5.29867 -1.20389 -1.50560
26 H -0.56436 1.96814 -0.64554
27 H -5.16513 -0.31924 3.06277
28 C 0.06236 -1.32924 -0.82261
29 H -1.08239 0.96054 -2.86086
30 H -1.06653 -2.63362 -2.12630
31 H -4.43094 0.30543 0.64585
32 C 2.03556 2.57721 -0.82050
33 H 4.06357 -2.86167 2.23222
34 C -0.81856 0.91015 -0.71697
35 C 4.59001 -1.24837 -0.69475
36 C -1.64738 0.62736 -1.97958
37 C 2.48887 3.88464 -0.77246
38 C -3.14794 -1.84490 -0.15112
39 N 0.42412 0.10529 -0.76339
40 C -4.69550 -0.99222 2.33519
41 H -6.32117 -2.06415 2.13237
42 C -3.18684 -1.29193 -1.58853
43 H 2.08635 -1.40752 2.22549
44 C -3.80051 -0.15677 1.41439
45 H -4.07767 -1.72252 2.87611
46 C 3.89515 -2.18262 1.41245
47 H 3.34884 0.26901 -1.50732
48 C 2.70532 4.50448 0.44580
49 C 3.47969 -0.42677 -0.69217
50 H -2.43846 -2.67427 -0.07990
51 C 2.78382 -1.36138 1.40242
52 H 0.97192 -1.93134 -0.84281
53 O -5.67569 -1.64264 1.55568
54 Cl 6.18034 -3.15228 0.35955

natural (NBO) atomic charge list, values in e, 6 entries:
1 H 0.230
2 H 0.232
3 H 0.231
4 H 0.209
5 C -0.226
6 C -0.090

***

Molecular formula: C21H28ClN2O3
Method: DFT, ωB97M-V with the def2-TZVPD basis set

Its total charge is +1. Its energy above the lowest of the compared OMol25 structures with the same formula, charge and spin is 21.576 eV. For the max |F|, the calculation gives 17.1 eV/A. As for the molar mass: 391.9 g/mol. For the gap between HOMO and LUMO, the calculation gives 0.3119 Ha.

Positions of all 55 atoms, in Å:
1 Cl -0.79638 -2.03645 0.05829
2 C 1.54550 1.89416 2.03553
3 C -3.05265 1.98138 1.00950
4 C 1.97377 0.89177 1.01411
5 O 2.60699 -2.49035 -1.47372
6 C 2.23327 -0.11686 -1.00790
7 H 1.60269 -2.57106 3.31554
8 C -0.70658 -2.30107 -1.69830
9 C -1.64992 1.20078 -1.45299
10 C 2.13295 -0.57911 1.84274
11 C -1.59273 -2.45990 -3.63581
12 H -0.82600 2.09606 1.08632
13 H -0.41271 4.41146 0.93499
14 C -3.19064 0.67168 0.01525
15 H -1.33313 1.44266 -2.57021
16 O -2.86056 0.96252 -1.09321
17 H 1.14096 -4.23728 -3.79938
18 N -1.41858 2.72065 0.55077
19 H 2.04267 -0.45116 2.94612
20 C -0.56406 3.15524 2.78813
21 H -1.93034 3.66261 -1.08232
22 H -1.17993 2.88005 3.56395
23 H 1.75583 2.00004 -0.83596
24 H -2.41979 0.12199 0.39661
25 H -0.72629 0.73388 -0.98896
26 C -1.15154 2.70848 -0.70925
27 C 0.52121 -3.47525 -3.53176
28 C 2.39832 -1.61298 0.99009
29 H 1.67519 2.94630 1.56228
30 C -1.32853 3.78633 1.42178
31 C 0.34982 -3.16556 -2.13543
32 H -2.44441 -1.48943 -2.13061
33 H -3.09941 1.94248 1.89407
34 C -1.68690 -2.14909 -2.38885
35 H 2.86011 -3.87171 3.03738
36 H -3.62937 2.73925 0.40654
37 O 2.77546 -2.68924 1.45292
38 N 0.08648 1.95244 2.27191
39 H -2.01869 4.42467 1.69149
40 H 2.12206 -4.31054 -1.66175
41 H 2.39439 -0.07983 -2.00374
42 H -2.63280 -2.33715 -4.44405
43 C -0.64513 -3.30782 -4.22200
44 C 2.58668 -2.95228 2.89564
45 C 2.02846 0.97557 -0.36265
46 H -0.20823 3.06075 -1.08289
47 H -0.72187 -3.49865 -5.36416
48 H 0.14230 1.19197 2.96284
49 C 1.83932 -3.46501 -1.20562
50 H 2.19018 2.05686 2.94687
51 C 2.21477 -1.43955 -0.62057
52 H -4.04563 0.54463 0.34271
53 H 3.47037 -2.27839 3.27872
54 H 0.22663 3.81559 3.27874
55 H 1.35641 -3.60650 -0.48974

natural (NBO) atomic charge list, values in e, 6 entries:
1 Cl -0.066
2 C -0.283
3 C -0.127
4 C 0.058
5 O -0.450
6 C -0.218